Entry from the OMol25 dataset: a 2-piece molecular cluster, C5H14NO2P overall at a distorted geometry (ωB97M-V with the def2-TZVPD basis set).

Output
LUMO level ... 0.80 eV
Orbital gap ... 10.152 eV
F_max ... 3.2 eV Å⁻¹
Structure (SMILES) ... C[P@@](=O)(O)CN.C=CC
E_HOMO ... -9.353 eV
Relative energy (zero: lowest compared OMol25 entry of this formula, charge and spin) ... 8.2 kcal per mole

Structure (XYZ):
```
23
Properties=species:S:1:pos:R:3:nbo_charge:R:1
C 2.7477 0.7532 -1.4137 -0.66
C 1.9335 -0.4651 0.6835 -0.43
C -3.0305 0.8667 0.6903 -1.04
C 2.3829 -0.4574 -0.5773 -0.14
C -1.1232 -1.0856 0.3321 -0.60
N -1.5537 -1.9896 -0.7095 -0.81
O -0.9473 1.3853 -1.1571 -1.09
O -0.3606 1.2415 1.3173 -1.01
P -1.3539 0.7258 0.0806 2.11
H 3.2243 0.3390 -2.4083 0.22
H 3.3565 1.3542 -0.8043 0.22
H 1.8014 1.2772 -1.6168 0.25
H 1.9807 0.4078 1.2761 0.17
H -1.7759 -1.1663 1.2090 0.20
H 1.5890 -1.3193 1.2152 0.20
H -3.1159 1.1335 1.7270 0.27
H -3.6482 1.4960 0.0692 0.26
H -3.4367 -0.1174 0.5640 0.24
H 2.1924 -1.3246 -1.1559 0.19
H -0.1019 -1.3150 0.7826 0.24
H -0.8866 -2.0701 -1.4334 0.36
H -2.2445 -1.5529 -1.2336 0.35
H 0.5828 1.2646 0.9060 0.51
```